Entry 1:
84
Properties=species:S:1:pos:R:3 method="wB97M-V/def2-TZVPD" energy_ha=-5353.37240 spin_multiplicity=2 charge=+2 de_lowest_kj_mol=321.48 s2=0.826
Ir -0.75277 -0.35866 -0.83250
C 1.11388 1.37808 6.07708
C 0.90270 2.74408 5.38789
C 0.01679 3.60874 6.28710
C 2.26188 3.44512 5.20847
C 0.28141 2.46197 4.03640
C 1.04769 1.84104 3.03209
C 0.43693 1.50518 1.86785
Br 1.41264 0.73568 0.45205
C -0.95819 1.68685 1.58418
O -1.49990 1.16495 0.54949
C -1.70292 2.45512 2.55965
C -1.05392 2.77487 3.73578
C -3.14027 2.94816 2.35861
C -3.84207 2.45311 1.09031
C -3.06171 4.48895 2.28585
C -4.00036 2.53828 3.56850
H 1.60711 1.53856 7.03711
H 1.73529 0.71058 5.47731
H 0.15588 0.88801 6.26009
H 0.52864 3.76651 7.23569
H -0.93565 3.12391 6.50837
H -0.16924 4.58812 5.84038
H 2.63929 3.75877 6.18161
H 2.15386 4.33478 4.58482
H 3.00959 2.78943 4.76072
H 2.10019 1.64077 3.17691
H -1.61823 3.31384 4.48182
H -3.30765 2.74865 0.18837
H -4.83828 2.89403 1.05096
H -3.95024 1.36757 1.08773
H -2.43744 4.80416 1.44718
H -2.64779 4.91279 3.20124
H -4.06278 4.89791 2.14198
H -3.99978 1.45359 3.69534
H -5.02760 2.86578 3.40444
H -3.65644 2.99250 4.49720
C -2.96325 -3.38276 -4.95139
C -2.85470 -1.92673 -4.70847
N -3.23867 -0.97796 -5.48963
N -2.92118 0.17995 -4.83591
C -2.34615 -0.03202 -3.66122
S -1.77743 1.09722 -2.53858
N -2.29823 -1.37002 -3.55760
N -1.76927 -1.99190 -2.44549
H -3.43373 -3.54615 -5.91707
H -3.56898 -3.86364 -4.18167
H -1.97731 -3.85126 -4.95810
H -3.14574 1.07088 -5.25226
H -0.92367 -2.50940 -2.67325
H -2.44238 -2.60006 -1.98967
C 3.97518 -3.39574 -1.19889
N 2.62916 -2.82827 -1.24866
C 1.94769 -2.82905 0.03966
P 2.12057 -1.94742 -2.54252
O 0.81710 -1.22695 -2.25263
N 3.23710 -0.88203 -3.10254
C 3.22816 0.49926 -2.62983
C 4.50288 -1.31550 -3.69594
N 2.01262 -3.04533 -3.77386
C 1.48662 -4.38240 -3.51251
C 1.62959 -2.51697 -5.08642
H 3.93298 -4.38409 -0.73759
H 4.64795 -2.77862 -0.59665
H 4.38761 -3.50235 -2.19896
H 1.82358 -3.85534 0.39409
H 0.96395 -2.38597 -0.05942
H 2.51598 -2.27324 0.79157
H 2.23220 0.75559 -2.27667
H 3.48617 1.16654 -3.45242
H 3.95010 0.65856 -1.82174
H 4.40688 -2.31806 -4.10248
H 5.32023 -1.29622 -2.96958
H 4.76802 -0.64034 -4.51161
H 1.74747 -4.69987 -2.50665
H 1.91775 -5.08670 -4.22428
H 0.39309 -4.42425 -3.62179
H 1.98974 -1.49725 -5.19708
H 0.53944 -2.51449 -5.21870
H 2.06462 -3.13309 -5.87369
Cl -1.64462 -3.27695 0.23407
C -1.82396 -1.56197 0.56155
H -1.41404 -1.35288 1.54679
H -2.87166 -1.28656 0.49762



Entry 2:
82
Properties=species:S:1:pos:R:3 method="wB97M-V/def2-TZVPD" energy_ha=-1803.75858 spin_multiplicity=1 charge=0 de_lowest_kj_mol=47.03 smiles="NN1C(=O)c2ccccc2C1=O.COCCOC.COCCOC.COCCOC.COCCOC"
N 2.99534 -1.91174 0.77879
N 4.27286 -1.96636 1.37760
C 4.21306 -2.08595 2.80086
O 4.02432 -3.10430 3.41334
C 4.50740 -0.68075 3.31222
C 4.26544 -0.09594 4.51590
C 4.69826 1.20214 4.66912
C 5.33902 1.86186 3.65168
C 5.55088 1.27406 2.42620
C 5.12662 -0.01062 2.26035
C 5.20367 -0.93689 1.05194
O 5.85863 -0.83930 0.04766
H 3.05812 -1.90924 -0.22881
H 2.45883 -1.11419 1.11555
H 3.76319 -0.64623 5.30137
H 4.55417 1.71740 5.61210
H 5.69131 2.87331 3.81723
H 6.06181 1.79516 1.62523
C 1.12383 -3.95177 -2.35469
O 0.68241 -2.77874 -1.68995
C 0.47400 -1.69040 -2.58065
C -0.99398 -1.49592 -2.89612
O -1.51876 -2.58924 -3.63519
C -2.26076 -3.49363 -2.83067
H 1.02790 -4.78484 -1.66025
H 0.52413 -4.16358 -3.24253
H 2.17683 -3.85119 -2.63901
H 1.05451 -1.82503 -3.49835
H 0.84544 -0.79138 -2.07727
H -1.10144 -0.60469 -3.52382
H -1.56888 -1.33546 -1.97870
H -3.23643 -3.06214 -2.58526
H -1.73329 -3.74893 -1.90899
H -2.41695 -4.40679 -3.40385
C 3.23416 3.13547 8.44080
O 2.68993 1.88449 8.05331
C 2.61319 0.96293 9.13397
C 1.20830 0.87172 9.69156
O 0.80990 2.08841 10.30576
C -0.03683 2.87221 9.48237
H 3.03912 3.84757 7.63956
H 2.77770 3.50873 9.35974
H 4.31751 3.04940 8.57890
H 3.32661 1.22789 9.91957
H 2.89747 -0.01717 8.73802
H 1.18923 0.10069 10.46800
H 0.50004 0.58191 8.90969
H -1.04314 2.44110 9.45898
H 0.34847 2.95492 8.46362
H -0.09402 3.86999 9.91523
C -1.19358 2.05054 -7.89317
O 0.05338 2.72499 -7.88797
C 0.26184 3.49355 -6.71228
C 1.17480 2.78289 -5.73513
O 0.57277 1.60342 -5.22072
C 1.04496 0.42285 -5.84790
H -1.17071 1.31224 -8.69341
H -1.38057 1.53648 -6.94763
H -2.00473 2.75899 -8.09172
H -0.69226 3.74429 -6.23909
H 0.73970 4.42807 -7.02274
H 1.35997 3.44460 -4.88304
H 2.13762 2.55476 -6.20160
H 2.05127 0.18627 -5.48494
H 1.06102 0.51482 -6.93586
H 0.37427 -0.39286 -5.57830
C -8.14431 0.02197 -2.18677
O -7.36526 0.12797 -3.36605
C -5.96851 0.12863 -3.10785
C -5.34811 -1.22488 -3.38364
O -5.81972 -2.20977 -2.47429
C -6.82185 -3.04272 -3.03238
H -9.16659 -0.21102 -2.48153
H -7.77972 -0.77085 -1.52981
H -8.14281 0.97474 -1.64676
H -5.76447 0.44659 -2.08101
H -5.52037 0.86382 -3.78377
H -4.26530 -1.15050 -3.23861
H -5.53003 -1.53227 -4.41756
H -6.37132 -3.75942 -3.72734
H -7.58918 -2.46419 -3.55122
H -7.29133 -3.59296 -2.21802